Record 1
The following is a DFT calculation (ωB97M-V/def2-TZVPD) of a single CH3BrO molecule at a distorted geometry.

Computed properties:
Energy relative to the best compared isomer or geometry (same formula, charge and spin) in kJ/mol: 112.37
Maximum force in eV/A: 7.52
Orbital gap in eV: 11.3417
LUMO energy in hartree: 0.028
E in a.u.: -2689.093123
Highest occupied orbital energy in hartree: -0.3886
SMILES: OCBr

Geometry as ORCA input:
```
! wB97M-V def2-TZVPD RIJCOSX def2/J DEFGRID3
* xyz 0 1
O 0.64545 1.11598 -0.18674
C -0.19370 -0.33149 -0.05833
Br -2.02740 -0.07085 -0.28359
H 1.14524 1.07392 0.54138
H 0.15259 -0.94405 -0.88669
H 0.27783 -0.84351 0.87398
*
```

Record 2
The following is a DFT calculation (ωB97M-V/def2-TZVPD) of a molecular structure, C31H46N2O6OsP2 at a distorted geometry.

Computed properties:
Maximum force in eV/A: 5.64
Orbital gap (spin up / spin down) in eV: 6.7120 / 4.7396
LUMO energy (spin up / spin down) in hartree: -0.256 / -0.344
E in a.u.: -2542.172233
Highest occupied orbital energy (spin up / spin down) in hartree: -0.5027 / -0.5181

Geometry as ORCA input:
```
! wB97M-V def2-TZVPD RIJCOSX def2/J DEFGRID3
* xyz 2 5
Os 0.51480 1.53368 -3.34619
C -0.80663 2.11892 -1.61137
C -1.37139 1.07952 -2.51471
C -0.92257 0.08369 -0.46415
C -0.54007 1.44428 -0.35374
C -1.33808 -0.17753 -1.77183
C -1.24395 3.54835 -1.67861
H -1.41241 3.88161 -2.70768
H -0.50675 4.23504 -1.24983
H -2.18374 3.65516 -1.12008
C -0.36834 2.13615 0.95219
H -0.15881 3.20142 0.79343
H 0.43511 1.68638 1.57480
H -1.29538 2.06033 1.55553
C -1.10079 -0.83394 0.70470
H -1.80593 -0.39026 1.43542
H -0.15062 -1.01743 1.24390
H -1.52753 -1.79688 0.38281
C -1.98516 -1.41870 -2.24610
H -2.97017 -1.54977 -1.77398
H -1.40115 -2.32043 -2.01952
H -2.13811 -1.37091 -3.32630
C -2.39335 1.45071 -3.53234
H -3.33060 1.79290 -3.06679
H -2.64107 0.62610 -4.20327
H -1.98837 2.25214 -4.16576
C 2.35359 2.02164 -3.96410
C 1.39082 2.75189 -4.73619
C 0.98734 2.33070 -6.12890
C 0.39176 0.92009 -6.16045
C 0.04064 0.31309 -4.81280
C 0.99662 -0.30804 -3.89024
C 2.41431 -0.52665 -4.36005
C 3.13422 0.82907 -4.52376
H 1.84131 2.44190 -6.81299
H 1.05621 0.26451 -6.72680
H 0.22171 3.02216 -6.50639
H 3.30296 0.96687 -5.60640
H 2.88185 2.59279 -3.19868
H 1.39315 3.83407 -4.57730
H 4.11076 0.79076 -4.00235
H 2.96701 -1.13135 -3.62454
H 0.58696 -1.09551 -3.25670
H 2.43913 -1.07721 -5.32145
H -0.54585 1.00271 -6.73136
H -0.94418 -0.16109 -4.74157
P 2.48105 0.97416 0.46540
P 1.65358 -2.43567 -0.52535
C 3.49498 -0.16161 -0.65932
C 3.37032 -1.67679 -0.58382
H 4.50655 0.10953 -0.33112
H 3.35680 0.21026 -1.68710
H 3.84514 -2.10558 -1.47643
H 3.89541 -2.02951 0.31881
C 1.80509 -3.89252 0.63134
H 0.79126 -4.11814 0.98596
H 2.43436 -3.67708 1.50462
H 2.19297 -4.76742 0.09047
C 1.61943 -3.45149 -2.07882
H 2.64188 -3.61665 -2.44350
H 1.03426 -2.90785 -2.83123
H 1.13944 -4.42011 -1.87561
C 3.57443 1.73246 1.72828
H 3.00874 2.56778 2.16917
H 4.46908 2.12019 1.22516
H 3.82098 0.99294 2.49128
C 2.53294 2.53886 -0.54853
H 1.75460 2.55899 -1.34666
H 3.53439 2.61140 -1.01246
H 2.40019 3.43773 0.07389
O 3.75439 -1.83906 2.51982
C 2.65869 -1.32721 2.66938
O 1.87621 -0.81072 1.74536
C 2.04533 -1.25290 4.05066
C 2.77834 -1.77497 5.12779
C 2.21132 -1.77933 6.41911
C 0.92667 -1.26338 6.63699
C 0.20902 -0.73265 5.55384
C 0.77478 -0.69671 4.26907
N -1.13582 -0.25471 5.72101
O -1.63720 -0.31165 6.86205
O -1.75249 0.19216 4.72739
N 2.97061 -2.32583 7.51169
O 4.11579 -2.76098 7.26946
O 2.46114 -2.34223 8.65278
H 3.77194 -2.18154 4.97482
H 0.48839 -1.28266 7.62775
H 0.20805 -0.25397 3.45446
*
```

Record 3
The following is a DFT calculation (ωB97M-V/def2-TZVPD) of a molecular structure, C16H20GdN4O6 at a distorted geometry.

Computed properties:
Energy relative to the best compared isomer or geometry (same formula, charge and spin) in kJ/mol: 0.00
Maximum force in eV/A: 2.14
Orbital gap (spin up / spin down) in eV: 8.4565 / 4.7385
LUMO energy (spin up / spin down) in hartree: -0.115 / -0.250
E in a.u.: -2057.637536
Highest occupied orbital energy (spin up / spin down) in hartree: -0.4260 / -0.4243

Geometry as ORCA input:
```
! wB97M-V def2-TZVPD RIJCOSX def2/J DEFGRID3
* xyz 1 8
Gd 0.59406 0.49430 0.38177
C 1.92422 -1.46240 2.83819
C 0.65954 -0.73968 3.28761
O -0.28002 -0.91404 2.22572
C -1.62456 -0.53360 2.53813
C -2.45671 -0.80687 1.29073
O -1.75447 -0.31263 0.13491
C -1.82994 -1.14472 -1.02374
C -0.87802 -2.33088 -0.89824
O 0.39113 -1.82582 -0.48501
C 1.24668 -2.82765 0.07902
C 2.51371 -2.15573 0.59135
O 2.21715 -1.07789 1.48626
H 1.76843 -2.54021 2.89255
H 2.76366 -1.18384 3.47526
H 0.84548 0.32557 3.46231
H 0.28671 -1.19091 4.20873
H -1.66666 0.52196 2.81469
H -1.99262 -1.13972 3.36871
H -3.41117 -0.28610 1.36993
H -2.63143 -1.87795 1.18563
H -1.53713 -0.51305 -1.86342
H -2.84932 -1.49342 -1.19363
H -0.78488 -2.84764 -1.85576
H -1.24785 -3.04076 -0.15228
H 1.51273 -3.56528 -0.68183
H 0.71093 -3.32803 0.89201
H 3.05528 -1.71413 -0.24304
H 3.15515 -2.89097 1.07831
O -2.02939 3.19211 1.74870
C -1.12227 2.72393 1.10738
O -0.15123 1.99338 1.57919
C -1.09659 2.93597 -0.41083
C -1.74640 4.01851 -0.97357
C -1.72174 4.16596 -2.35115
C -1.05977 3.21685 -3.11808
C -0.44412 2.15833 -2.48006
N -0.46170 2.01174 -1.15171
H -2.25214 4.71851 -0.32429
H -2.20868 5.00823 -2.82336
H -1.00970 3.29357 -4.19465
H 0.09839 1.40538 -3.04008
N 3.65343 0.03656 -5.21683
C 3.70605 0.11096 -4.06523
N 3.77429 0.14936 -2.75418
C 3.00000 0.49936 -1.85503
N 2.37153 0.76339 -0.88108
*
```

Record 4
The following is a DFT calculation (ωB97M-V/def2-TZVPD) of a single C2H4N4 molecule.

Computed properties:
Energy relative to the best compared isomer or geometry (same formula, charge and spin) in kJ/mol: 222.30
Maximum force in eV/A: 0.88
Orbital gap in eV: 11.1303
LUMO energy in hartree: 0.013
E in a.u.: -297.559636
Highest occupied orbital energy in hartree: -0.3962
SMILES: Cn1ncnn1

Geometry as ORCA input:
```
! wB97M-V def2-TZVPD RIJCOSX def2/J DEFGRID3
* xyz 0 1
C 0.80272 0.79232 0.94400
N 0.59021 -0.35602 0.02784
N -0.38128 -1.21336 0.42034
C -1.27947 -1.09210 -0.51027
N -0.92356 -0.17257 -1.48068
N 0.22290 0.25665 -1.15287
H -0.17120 1.29729 0.93857
H 1.53819 1.39015 0.41887
H 1.11014 0.61776 1.97959
H -2.21417 -1.63400 -0.54337
*
```

Record 5
The following is a DFT calculation (ωB97M-V/def2-TZVPD) of 2 unconnected molecules or ions with the total composition H4NS at a distorted geometry.

Computed properties:
Energy relative to the best compared isomer or geometry (same formula, charge and spin) in kJ/mol: 19.84
Maximum force in eV/A: 1.37
Orbital gap in eV: 7.4489
LUMO energy in hartree: 0.180
E in a.u.: -455.367142
Highest occupied orbital energy in hartree: -0.0940

Geometry as ORCA input:
```
! wB97M-V def2-TZVPD RIJCOSX def2/J DEFGRID3
* xyz -1 1
N -0.39075 0.57617 -1.11299
H -1.15134 0.69725 -0.48288
H -0.23740 -0.43146 -0.91491
H 0.30718 1.12896 -0.58134
S 0.98981 -0.45082 1.87305
H 0.48250 -1.52010 1.21908
*
```

Record 6
The following is a DFT calculation (ωB97M-V/def2-TZVPD) of a molecular structure, C50H49N7O2STeTi at a distorted geometry.

Computed properties:
Energy relative to the best compared isomer or geometry (same formula, charge and spin) in kJ/mol: 81.49
Maximum force in eV/A: 2.32
Orbital gap (spin up / spin down) in eV: 7.5346 / 5.3163
LUMO energy (spin up / spin down) in hartree: -0.095 / -0.176
E in a.u.: -3984.109371
Highest occupied orbital energy (spin up / spin down) in hartree: -0.3715 / -0.3711

Geometry as ORCA input:
```
! wB97M-V def2-TZVPD RIJCOSX def2/J DEFGRID3
* xyz 1 2
Ti -1.04400 1.22497 1.38863
N -5.39578 1.40164 2.28734
C -4.10819 0.99357 2.11632
S -3.36472 1.24065 0.56076
N -3.52329 0.42832 3.12603
N -2.20254 0.08189 2.81195
C -1.82199 -0.96359 3.45616
C -0.52629 -1.59931 3.36846
C -0.25037 -2.71316 4.17140
C 0.97115 -3.34979 4.10552
C 1.94389 -2.87008 3.22479
C 1.68913 -1.77713 2.41982
C 0.44716 -1.14358 2.47990
O 0.18046 -0.12343 1.67135
H -5.94410 1.56682 1.46112
H -5.88018 1.04596 3.09571
H -2.55694 -1.40708 4.12519
H -1.01767 -3.06982 4.84964
H 1.17276 -4.21278 4.72492
H 2.90880 -3.35924 3.17084
H 2.43615 -1.38984 1.73672
C -3.67060 4.28082 1.66971
C -2.43716 4.45381 0.83549
C -2.41173 5.41534 -0.17735
C -1.23869 5.66652 -0.84925
C -0.08744 4.99190 -0.46165
C -0.19351 4.03867 0.52144
N -1.35585 3.73199 1.13134
C 0.98686 3.35442 1.11795
C 2.30132 3.67885 0.83262
C 3.30027 3.11815 1.60727
C 2.95917 2.31818 2.68694
C 1.62161 2.03989 2.91548
N 0.66906 2.50590 2.10333
C 1.14407 1.33568 4.14062
C 1.97013 0.52845 4.90520
C 1.44971 -0.02383 6.06561
C 0.14833 0.26960 6.42161
C -0.61540 1.09649 5.59702
C -2.02718 1.46193 5.95835
N -0.12034 1.60095 4.46989
H -3.95323 5.24775 2.09011
H -3.49366 3.58311 2.48366
H -4.50446 3.91643 1.07160
H -3.31713 5.96176 -0.40697
H -1.19985 6.39909 -1.64492
H 0.86052 5.20954 -0.93047
H 2.54062 4.37326 0.04034
H 4.33830 3.35412 1.41087
H 3.71927 1.95501 3.36162
H 2.98260 0.30867 4.59876
H 2.05838 -0.67164 6.68291
H -0.28837 -0.13696 7.32499
H -2.03837 2.03610 6.88630
H -2.63825 0.57108 6.11655
H -2.47901 2.05363 5.16654
C 5.81959 -4.12268 -3.59716
C 4.59624 -3.40230 -3.09792
C 3.67696 -4.03647 -2.27005
C 2.54364 -3.38964 -1.79386
C 1.59300 -4.15362 -0.90235
C 2.33219 -2.05418 -2.17925
Te 0.71560 -1.04342 -1.23619
N -0.55116 1.33278 -0.36758
C -1.20126 1.34044 -1.59190
O -2.10662 0.58528 -1.91026
C -0.67376 2.29296 -2.63508
C 0.63372 2.76324 -2.59570
C 1.11275 3.59302 -3.60080
C 0.27169 3.97873 -4.63556
C -1.04068 3.51815 -4.67420
C -1.50745 2.66588 -3.68555
C -0.75614 -2.21196 -2.16411
C -0.77001 -2.39276 -3.54945
C 0.10052 -1.62836 -4.51354
C -1.68992 -3.29766 -4.07151
C -2.59136 -3.97828 -3.26764
C -3.58018 -4.94744 -3.85253
C -2.59350 -3.71088 -1.89858
C -1.70213 -2.82055 -1.32778
C -1.77959 -2.51455 0.14638
C 3.24711 -1.38274 -2.99437
C 3.09473 0.05868 -3.41494
C 4.36118 -2.08067 -3.44907
H 5.94518 -5.08277 -3.09933
H 6.71735 -3.52770 -3.42699
H 5.74918 -4.30710 -4.67068
H 3.84721 -5.06769 -1.97967
H 2.00036 -5.13506 -0.66636
H 0.62593 -4.29599 -1.38704
H 1.41380 -3.63892 0.04778
H 1.27289 2.47059 -1.76882
H 2.13754 3.94414 -3.57632
H 0.63867 4.63383 -5.41518
H -1.69465 3.81609 -5.48352
H -2.51604 2.27458 -3.70758
H 0.43162 -0.67687 -4.10107
H -0.46591 -1.40402 -5.41695
H 0.98148 -2.20544 -4.80042
H -1.71519 -3.44780 -5.14571
H -3.44630 -5.05236 -4.92773
H -4.60209 -4.61247 -3.66684
H -3.47319 -5.93281 -3.39632
H -3.32257 -4.20010 -1.26151
H -2.63448 -3.01376 0.59833
H -1.91210 -1.43710 0.29673
H -0.88165 -2.83951 0.68186
H 2.30866 0.58066 -2.86774
H 2.84836 0.12891 -4.47615
H 4.02643 0.60370 -3.25892
H 5.07089 -1.56563 -4.08939
*
```

- Which formula does entry 6 have?
  C50H49N7O2STeTi